Record 1
This record from the Open Molecules 2025 dataset describes a structure of composition C38H63CsGeN5O4P2S2Se at a distorted geometry. The level of theory is wB97M-V/def2-TZVPD.

Output
- LUMO level (alpha / beta) (eV) = 3.24 / 3.24
- orbital gap (alpha / beta) (eV) = 4.1 / 5.7
- ΔE to the lowest compared entry with this formula, charge and spin (kJ/mol) = 57.20
- maximum force (eV/Å) = 1.73

ORCA input file:
```
! wB97M-V def2-TZVPD RIJCOSX def2/J DEFGRID3
* xyz -2 2
Cs -1.5329 -0.0374 1.5573
N 2.8550 0.5549 3.7970
C 2.0016 0.3018 2.6261
C 2.8569 0.2339 1.3759
N 2.0405 -0.2968 0.2748
H 3.4991 -0.2310 3.8594
H 2.2933 0.4985 4.6402
H 1.3088 1.1311 2.4582
H 1.4356 -0.6304 2.7179
H 3.7319 -0.3928 1.5743
H 3.1908 1.2459 1.1354
H 1.9379 -1.2959 0.4529
H 2.5581 -0.2227 -0.5932
O -2.3334 1.6649 3.4315
N -3.5222 1.4358 3.9017
C -4.4312 2.4399 3.8245
C -5.7082 2.3335 4.3120
C -6.0778 1.1311 4.9139
C -5.1599 0.1100 4.9675
C -3.8529 0.2060 4.4416
S -2.7673 -1.0964 4.4594
H -4.0245 3.3173 3.3443
H -6.3874 3.1684 4.2207
H -7.0703 0.9968 5.3246
H -5.4141 -0.8398 5.4160
C -3.8013 2.3745 -1.6849
P -2.2741 1.3528 -1.5859
C -2.5605 0.2687 -3.0244
N -2.9435 0.8976 -4.1648
C -3.2160 0.0957 -5.2344
C -3.6112 0.6667 -6.4565
C -3.9038 -0.1237 -7.5572
C -3.8109 -1.5096 -7.4643
C -3.4253 -2.0997 -6.2699
C -3.1210 -1.3240 -5.1390
N -2.7514 -1.9341 -3.9744
C -2.4639 -1.1195 -2.9304
P -2.0113 -1.9515 -1.3626
C -3.3748 -3.1780 -1.2541
C -0.5610 -3.0596 -1.8604
C 0.4829 -2.1666 -2.5381
C -0.9116 -4.2333 -2.7774
C 0.0199 -3.6026 -0.5499
C -0.9613 2.5823 -2.1647
C 0.2602 1.7613 -2.5891
C -0.5762 3.4135 -0.9350
C -1.3875 3.5151 -3.2969
H -4.0133 2.6959 -2.7040
H -3.7039 3.2450 -1.0307
H -4.6370 1.7726 -1.3227
H -3.6786 1.7482 -6.4989
H -4.2065 0.3388 -8.4903
H -4.0405 -2.1280 -8.3249
H -3.3463 -3.1761 -6.1652
H -3.5634 -3.6653 -2.2105
H -4.2738 -2.6552 -0.9246
H -3.1310 -3.9239 -0.4936
H 0.1335 -1.8358 -3.5190
H 1.4189 -2.7184 -2.6722
H 0.6842 -1.2823 -1.9229
H -1.4569 -3.8853 -3.6549
H -1.5201 -4.9778 -2.2573
H 0.0125 -4.7313 -3.0938
H 0.3642 -2.7976 0.1064
H 0.8722 -4.2612 -0.7459
H -0.7215 -4.1882 0.0026
H 0.5887 1.1157 -1.7684
H 1.0866 2.4329 -2.8470
H 0.0356 1.1399 -3.4589
H -0.2007 2.7797 -0.1275
H -1.4207 3.9962 -0.5547
H 0.2206 4.1185 -1.1967
H -1.7621 2.9435 -4.1450
H -0.5311 4.1237 -3.6129
H -2.1731 4.2011 -2.9689
C -5.5068 -0.6844 1.3697
O -4.1241 -0.9796 1.3431
H -5.7221 0.2115 1.9624
H -6.0916 -1.5182 1.7702
H -5.8128 -0.5057 0.3391
H -3.8292 -1.1942 2.2489
O 6.0597 -7.7228 -1.2163
C 5.9391 -7.6489 0.1434
O 6.4520 -8.5254 0.8001
C 5.2382 -6.4854 0.6884
C 5.2693 -6.2837 2.0777
C 4.6443 -5.2084 2.6608
C 3.9360 -4.2547 1.8913
S 3.1532 -2.9085 2.6018
C 3.9012 -4.4721 0.4952
C 4.5298 -5.5523 -0.0838
H 5.6749 -6.9296 -1.6083
H 5.8064 -6.9989 2.6879
H 4.6849 -5.0691 3.7330
H 3.3587 -3.7712 -0.1258
H 4.4257 -5.6554 -1.1616
C 4.3076 6.7999 1.8797
Ge 4.4451 4.8287 1.9570
C 4.1808 4.0955 0.1562
C 6.2381 4.3324 2.6245
C 3.1222 4.1048 3.2296
Se 1.3198 4.1320 2.4901
C 0.4438 3.4202 4.0667
H 4.9965 7.2020 1.1337
H 4.5548 7.2403 2.8478
H 3.2958 7.1116 1.6167
H 4.8078 4.6306 -0.5598
H 3.1430 4.1691 -0.1713
H 4.4594 3.0416 0.1322
H 7.0420 4.7336 2.0048
H 6.3363 3.2460 2.6486
H 6.3777 4.7062 3.6408
H 3.1460 4.6888 4.1506
H 3.3734 3.0647 3.4475
H 0.3711 4.1885 4.8339
H 1.0398 2.5871 4.4327
H -0.5483 3.0551 3.8035
*
```

These are the Löwdin partial charges, in e, on atoms 1 to 8: number 1, Cs, carries 0.915; number 2, N, carries 0.008; number 3, C, carries -0.356; number 4, C, carries -0.319; number 5, N, carries 0.010; number 6, H, carries 0.035; number 7, H, carries 0.063; number 8, H, carries 0.049

=====

Record 2
This record from the Open Molecules 2025 dataset describes a cluster of 3 separate species, C21H40Cl5F5NO4PSi in total at a distorted geometry. The level of theory is wB97M-V/def2-TZVPD.

Output
- LUMO level (eV) = 0.55
- orbital gap (eV) = 9.5
- maximum force (eV/Å) = 1.31

ORCA input file:
```
! wB97M-V def2-TZVPD RIJCOSX def2/J DEFGRID3
* xyz 0 1
C 1.3584 3.5609 3.1342
C 0.4621 2.5625 2.3701
C 1.2149 1.4075 1.7021
C 1.8131 1.8243 0.3692
O 2.2939 0.6727 -0.3199
C 2.2189 0.6190 -1.7221
P 2.8984 2.1136 -2.5545
N 4.4585 2.2024 -2.5173
C 0.8583 0.1575 -2.2712
C -0.2820 1.1996 -2.1864
C -1.3539 0.9244 -1.1376
O -2.3874 1.8919 -1.2480
Si -3.9012 1.4634 -1.7794
C -4.9629 2.9749 -1.5532
C -3.8964 0.9650 -3.5883
C -4.6075 0.0779 -0.7400
O 0.5200 -1.0507 -1.5751
C 0.1529 -2.1800 -2.2659
Cl -1.2440 -1.8380 -3.3715
C -0.2661 -3.2629 -1.2540
C -0.7295 -2.7184 0.1007
C 0.2000 -2.6748 1.2401
O -0.8314 -3.7137 1.1084
C 1.3191 -2.7976 -3.1217
F 0.9202 -4.0255 -3.4850
F 2.3641 -2.9252 -2.2928
C 1.9084 -2.1561 -4.4358
F 2.4480 -3.0997 -5.1805
F 2.8602 -1.2841 -4.1335
F 1.0038 -1.5261 -5.1656
H 1.0949 4.5948 2.9134
H 2.4007 3.3745 2.8743
H 1.2607 3.4090 4.2094
H -0.1037 3.0873 1.5919
H -0.2787 2.1442 3.0546
H 2.0245 1.0169 2.3248
H 0.5215 0.5903 1.4907
H 1.0529 2.3515 -0.2140
H 2.6582 2.5097 0.5188
H 2.9661 -0.1292 -2.0138
H 2.1884 3.2063 -2.0270
H 2.3013 1.9660 -3.8259
H 4.7955 3.0821 -2.1467
H 1.0065 -0.0725 -3.3276
H -0.7858 1.2721 -3.1547
H 0.1258 2.1910 -1.9830
H -1.7424 -0.0862 -1.2680
H -0.9409 1.0101 -0.1285
H -4.7675 3.4113 -0.5699
H -4.7801 3.7405 -2.3087
H -6.0209 2.6980 -1.5826
H -2.9515 0.5581 -3.9523
H -4.1286 1.8482 -4.1912
H -4.6790 0.2258 -3.7795
H -4.9204 0.4599 0.2343
H -5.4759 -0.3384 -1.2565
H -3.9065 -0.7436 -0.5674
H 0.5796 -3.9223 -1.0621
H -1.0714 -3.8387 -1.7055
H -1.5210 -1.9703 0.0816
H 1.2078 -3.0523 1.1210
H -0.0236 -2.0001 2.0549
Cl -5.0568 -4.1246 2.6827
C -3.6813 -5.2455 2.4814
C -3.2335 -5.8352 3.7930
Cl -2.4827 -4.6206 4.8587
H -2.8742 -4.6968 2.0012
H -4.0173 -6.0457 1.8239
H -2.4827 -6.6003 3.6032
H -4.0650 -6.2772 4.3359
Cl 4.4951 4.3791 5.9828
C 5.5894 2.9858 5.7821
C 5.4177 2.3285 4.4373
Cl 3.8298 1.5290 4.2891
H 5.3857 2.2886 6.5904
H 6.6073 3.3592 5.8774
H 6.1782 1.5623 4.2988
H 5.4929 3.0545 3.6316
*
```

These are the Löwdin partial charges, in e, on atoms 1 to 8: number 1, C, carries -0.120; number 2, C, carries -0.239; number 3, C, carries -0.193; number 4, C, carries -0.231; number 5, O, carries -0.115; number 6, C, carries -0.409; number 7, P, carries 0.748; number 8, N, carries -0.286

=====

Record 3
This record from the Open Molecules 2025 dataset describes a structure of composition C30H28MoN3O9PSSe2. The level of theory is wB97M-V/def2-TZVPD.

Output
- LUMO level (alpha / beta) (eV) = -2.86 / -3.49
- orbital gap (alpha / beta) (eV) = 4.7 / 4.1
- ΔE to the lowest compared entry with this formula, charge and spin (kJ/mol) = 312.48
- maximum force (eV/Å) = 0.87

ORCA input file:
```
! wB97M-V def2-TZVPD RIJCOSX def2/J DEFGRID3
* xyz 0 3
Mo -0.6496 0.6501 -0.2879
O 0.7814 6.5883 3.2946
C 1.4589 5.5608 3.3616
O 2.3595 5.1950 4.1412
C 1.0037 4.4508 2.4068
C 1.8946 3.8058 1.5517
C 1.4614 2.7903 0.7316
N 0.1791 2.3697 0.7180
C -0.6934 3.0073 1.5342
C -0.3280 4.0353 2.3659
C -2.1132 2.5223 1.4422
O -3.0082 2.9452 2.1200
O -2.2522 1.5992 0.5016
H 2.9381 4.0904 1.5465
H 2.1366 2.2889 0.0534
H -1.0810 4.5243 2.9690
Se -0.1193 -0.9166 1.7205
P 2.0108 -0.6997 1.7630
Se 1.1331 0.3580 -1.6274
C 2.9024 -2.2489 1.8485
C 3.4250 -2.6749 3.0721
C 4.0713 -3.8979 3.1457
C 4.2089 -4.6805 2.0067
C 3.6996 -4.2504 0.7890
C 3.0421 -3.0340 0.7058
C 2.6703 0.4597 2.9188
C 1.8371 1.1695 3.7951
C 2.3809 2.1317 4.6212
C 3.7416 2.4107 4.5641
C 4.5724 1.6986 3.7081
C 4.0436 0.7232 2.8808
H 3.3273 -2.0533 3.9528
H 4.4721 -4.2378 4.0911
H 4.7223 -5.6310 2.0689
H 3.8183 -4.8591 -0.0971
H 2.6404 -2.6963 -0.2419
H 0.7730 0.9687 3.8073
H 1.7505 2.7147 5.2775
H 4.1366 3.2128 5.1699
H 5.6299 1.9227 3.6687
H 4.6864 0.1776 2.1995
O -3.0579 -1.3756 1.1055
C -2.9750 -1.2996 -0.1106
O -2.0515 -0.7744 -0.8206
C -4.0966 -1.9175 -0.9613
N -5.0659 -2.4803 0.0514
C -5.0964 -3.9808 -0.1083
C -3.7755 -4.2827 -0.7972
C -3.6449 -3.1233 -1.7835
H -4.5792 -1.1374 -1.5458
H -5.9891 -2.0597 -0.0088
H -4.6287 -2.2020 0.9566
H -5.9427 -4.2206 -0.7497
H -5.2393 -4.4360 0.8680
H -3.7944 -5.2547 -1.2843
H -2.9583 -4.2772 -0.0738
H -4.3118 -3.2692 -2.6343
H -2.6379 -2.9749 -2.1664
N -1.5345 1.7411 -2.0304
C -1.1879 1.3840 -3.3996
C -0.6142 2.3227 -4.2395
C -0.2539 1.9519 -5.5295
C -0.4777 0.6609 -5.9785
C -1.0571 -0.2696 -5.1236
C -1.4115 0.0810 -3.8348
S -0.0741 0.1492 -7.6595
O -1.3507 0.2777 -8.3378
O 0.9453 1.0932 -8.0718
O 0.3769 -1.2206 -7.4790
H -1.3786 2.7379 -1.8913
H -2.5311 1.6002 -1.8739
H -0.4368 3.3345 -3.8894
H 0.2167 2.6579 -6.2015
H -1.2009 -1.2782 -5.4892
H -1.8490 -0.6489 -3.1667
*
```

These are the Löwdin partial charges, in e, on atoms 1 to 8: number 1, Mo, carries 1.057; number 2, O, carries 0.017; number 3, C, carries -0.705; number 4, O, carries -0.014; number 5, C, carries -0.068; number 6, C, carries 0.019; number 7, C, carries -0.146; number 8, N, carries -0.086

=====

Question: Which of these has the lowest maximum force?
Answer: C30H28MoN3O9PSSe2

=====

Question: Look up the maximum force of the second one.
Answer: 1.31 eV/Å

=====

Question: Among the records above, which one has the highest maximum force?
Answer: C38H63CsGeN5O4P2S2Se